Density functional theory data (ωB97M-V/def2-TZVPD) for C18H23N3O2 in the gas phase in a non-equilibrium geometry.

Results
HOMO level = -8.9 eV
SMILES = Cc1ccccc1-c1noc(CCC(=O)NC2CCCCC2)n1
LUMO = 0.62 eV
Relative energy (zero: lowest compared OMol25 entry of this formula, charge and spin) = 1.060 eV
E_tot = -1014.4734 a.u.

Positions of all 46 atoms, in Å:
C: -4.5029 -1.7186 -2.8510
C: -4.9857 -0.4202 -2.2965
C: -6.1859 0.1233 -2.7366
C: -6.6629 1.3245 -2.2434
C: -5.9384 2.0159 -1.2859
C: -4.7436 1.4970 -0.8321
C: -4.2583 0.2856 -1.3273
C: -2.9971 -0.1897 -0.7946
N: -2.3768 -1.2911 -1.1338
O: -1.2447 -1.3186 -0.3743
C: -1.2613 -0.2103 0.3833
C: -0.1624 0.0574 1.3353
C: 1.2085 -0.1151 0.6810
C: 2.3103 -0.1026 1.7384
O: 2.0889 -0.1844 2.9269
N: 3.5497 -0.0086 1.2162
C: 4.7526 -0.0161 2.0246
C: 5.5562 1.2731 1.8256
C: 6.1972 1.3395 0.4413
C: 7.0738 0.1151 0.1970
C: 6.2550 -1.1647 0.3349
C: 5.6154 -1.2452 1.7190
N: -2.3081 0.5158 0.1627
H: -3.5302 -1.5907 -3.3218
H: -5.2070 -2.1119 -3.5802
H: -4.3680 -2.4444 -2.0517
H: -6.7585 -0.4090 -3.4830
H: -7.6003 1.7205 -2.6060
H: -6.3053 2.9534 -0.8960
H: -4.1610 2.0141 -0.0859
H: -0.2836 1.0662 1.7286
H: -0.2309 -0.6405 2.1749
H: 1.3860 0.6766 -0.0497
H: 1.2476 -1.0769 0.1627
H: 3.6671 0.0384 0.2175
H: 4.3980 -0.0688 3.0597
H: 6.3394 1.3087 2.5848
H: 4.9006 2.1323 1.9789
H: 6.7982 2.2477 0.3642
H: 5.4234 1.3954 -0.3282
H: 7.5189 0.1677 -0.7986
H: 7.8863 0.1028 0.9267
H: 6.8969 -2.0344 0.1816
H: 5.4825 -1.1905 -0.4376
H: 6.4013 -1.3082 2.4737
H: 5.0009 -2.1439 1.7986

Let us look at the Löwdin charges, expressed in e, one per atom: -0.06 -0.21 -0.05 -0.08 -0.08 -0.03 -0.12 -0.28 0.13 0.04 -0.33 -0.09 -0.09 -0.48 0.07 0.10 -0.31 -0.15 -0.20 -0.21 -0.20 -0.15 0.20 0.08 0.08 0.08 0.11 0.10 0.10 0.10 0.13 0.13 0.13 0.13 0.13 0.14 0.12 0.12 0.11 0.11 0.11 0.11 0.11 0.11 0.12 0.12

***

Density functional theory data (ωB97M-V/def2-TZVPD) for a molecular structure, C18H20BF4N4O2RhS2.

Results
HOMO level (alpha / beta) = -8.0 / -8.4 eV
LUMO (alpha / beta) = -0.44 / -2.72 eV
Relative energy (zero: lowest compared OMol25 entry of this formula, charge and spin) = 0.398 eV
E_tot = -2398.8625 a.u.
2S+1 = 5
Expectation value of S² = 6.076

Positions of all 52 atoms, in Å:
Rh: -0.6740 1.1613 0.2670
C: 3.4120 -0.5959 1.3976
C: 2.1664 0.2410 1.5530
N: 1.4774 0.6183 0.4791
N: 2.0596 0.2953 -0.6853
C: 1.5101 0.8602 -1.7515
S: 0.2653 2.0375 -1.7710
S: 2.0905 0.3821 -3.3186
C: 2.9456 -1.1910 -2.9739
C: 2.0062 -2.3670 -2.9953
C: 1.8493 -3.1109 -4.1617
C: 0.9501 -4.1666 -4.2122
C: 0.1868 -4.4829 -3.0959
C: 0.3330 -3.7427 -1.9299
C: 1.2432 -2.6961 -1.8790
C: 1.7636 0.6725 2.8564
C: 2.6675 0.4705 3.9381
C: 2.3953 0.8782 5.2080
C: 1.1617 1.5253 5.5126
C: 0.2595 1.7546 4.5373
C: 0.5018 1.3510 3.1704
O: -0.4085 1.5906 2.3462
H: 3.3694 -1.1532 0.4695
H: 3.5114 -1.2909 2.2268
H: 4.3050 0.0342 1.3607
H: 3.4548 -1.0719 -2.0210
H: 3.6905 -1.2703 -3.7653
H: 2.4364 -2.8593 -5.0390
H: 0.8412 -4.7390 -5.1251
H: -0.5245 -5.2990 -3.1361
H: -0.2729 -3.9665 -1.0601
H: 1.3339 -2.1087 -0.9730
H: 3.6194 0.0017 3.7446
H: 3.1229 0.7126 5.9910
H: 0.9515 1.8318 6.5299
H: -0.6877 2.2398 4.7293
F: -0.8808 -0.9841 -0.5476
B: -2.0788 -1.3758 0.1616
F: -1.9284 -2.6215 0.7072
F: -2.1967 -0.3650 1.2107
F: -3.1795 -1.2376 -0.6737
C: -5.4764 3.9670 -1.0116
N: -4.1233 3.8941 -0.5033
C: -3.4234 2.7510 -0.3001
N: -4.0604 1.5892 -0.5392
O: -2.2388 2.8275 0.0816
H: -5.8131 4.9989 -0.9555
H: -6.1573 3.3725 -0.3989
H: -5.5520 3.6380 -2.0513
H: -3.5715 4.7297 -0.4287
H: -5.0073 1.5621 -0.8659
H: -3.6257 0.7071 -0.3089

Let us look at the Löwdin charges, expressed in e, one per atom: 1.05 -0.02 -0.21 -0.05 -0.08 -1.10 0.60 0.94 -0.40 -0.29 -0.06 -0.09 -0.08 -0.06 -0.05 -0.06 -0.04 -0.06 -0.06 0.00 -0.30 -0.08 0.06 0.08 0.10 0.07 0.07 0.11 0.10 0.10 0.11 0.09 0.10 0.11 0.11 0.12 0.02 -1.20 0.17 0.01 0.14 -0.08 0.02 -0.58 0.22 -0.10 0.09 0.09 0.09 0.14 0.10 0.08

***

Density functional theory data (ωB97M-V/def2-TZVPD) for 3 unconnected molecules or ions with the total composition C3H15N2O3 in a non-equilibrium geometry.

Results
HOMO level = -13.7 eV
Net charge = +1
LUMO = -2.85 eV
Relative energy (zero: lowest compared OMol25 entry of this formula, charge and spin) = 0.792 eV
E_tot = -458.3024 a.u.

Positions of all 23 atoms, in Å:
N: 0.3009 -0.2680 0.5090
C: 0.7330 1.0156 -0.1108
C: 2.0821 0.8577 -0.8196
O: 2.9803 0.3467 0.1919
C: -0.2928 1.3981 -1.2035
N: -1.6553 1.3480 -0.6515
H: 0.7058 -0.4521 1.4252
H: 0.3655 -1.1626 -0.0029
H: -0.7134 -0.1348 0.6394
H: 0.8357 1.7061 0.7243
H: 2.3694 1.8313 -1.2049
H: 2.0971 0.1105 -1.6218
H: 3.4967 -0.3314 -0.2069
H: 0.0337 2.3728 -1.5524
H: -0.2350 0.6643 -2.0008
H: -2.1678 2.2126 -0.7115
H: -2.1709 0.5906 -1.0813
H: -3.1866 -0.4120 1.4256
H: -2.7414 -1.7782 2.0859
O: -2.4803 -1.0382 1.5407
H: -1.5645 -2.4075 0.5933
H: -0.9547 -3.4327 -0.2776
O: -0.7043 -2.6606 0.2055

Let us look at the Löwdin charges, expressed in e, one per atom: 0.19 -0.26 -0.18 -0.04 -0.19 0.02 0.17 0.13 0.10 0.17 0.13 0.14 0.08 0.13 0.13 0.09 0.08 0.06 0.07 -0.03 0.03 0.06 -0.04

***

Density functional theory data (ωB97M-V/def2-TZVPD) for a molecular structure, C7H29BLuN6P2 in a non-equilibrium geometry.

Results
HOMO level (alpha / beta) = -13.7 / -15.7 eV
Net charge = +2
LUMO (alpha / beta) = -6.67 / -7.36 eV
E_tot = -2554.9794 a.u.
2S+1 = 2
Expectation value of S² = 0.753

Positions of all 46 atoms, in Å:
Lu: 0.0095 -0.5709 0.0199
H: -1.3677 0.6889 -2.3582
H: -0.6847 1.3926 -0.6731
P: -2.4964 -1.1188 0.7244
P: 2.0465 -0.4249 -1.7129
C: 2.6102 -1.8383 -2.6708
H: 3.5372 -1.5823 -3.2136
H: 2.7990 -2.6884 -1.9967
H: 1.8332 -2.1361 -3.3937
C: 2.0105 0.9305 -2.9219
H: 2.2188 1.8921 -2.4231
H: 2.7881 0.7348 -3.6819
H: 1.0167 0.9854 -3.3937
C: 3.4986 -0.0321 -0.6969
H: 3.8687 -0.9535 -0.2131
H: 4.2849 0.3701 -1.3572
H: 3.2555 0.6837 0.1061
C: -3.8412 -0.8832 -0.4776
H: -4.8189 -1.0472 0.0300
H: -3.7986 0.1314 -0.9227
H: -3.7305 -1.6191 -1.2991
C: -2.7728 -2.8097 1.2978
H: -2.0758 -3.0518 2.1233
H: -3.8147 -2.9282 1.6600
H: -2.5849 -3.5311 0.4821
C: -3.0818 -0.1708 2.1590
H: -3.1627 0.9060 1.9165
H: -4.0757 -0.5515 2.4711
H: -2.3745 -0.2764 3.0045
H: -1.7593 2.7044 -0.3551
H: -0.2896 2.9782 -1.1626
H: -1.2952 2.7009 -3.3505
H: -2.9601 2.2678 -2.4305
B: -1.7961 2.1651 -2.4399
N: -1.0801 2.3858 -1.0845
H: -1.0145 0.1435 -1.8427
H: 0.3233 -2.3548 0.1227
N: 3.1209 2.0645 3.6438
N: 2.4603 0.9231 3.2251
N: 1.7904 0.2024 4.1620
C: 0.9360 -0.4589 3.4144
N: 0.9707 -0.1342 2.0770
N: 1.9381 0.8090 2.0121
H: 3.8292 2.3334 2.9679
H: 3.4797 1.9583 4.5841
H: 0.2494 -1.1895 3.8681

Let us look at the Löwdin charges, expressed in e, one per atom: 1.01 0.03 0.01 0.63 0.65 -0.26 0.07 0.06 0.06 -0.26 0.06 0.07 0.03 -0.28 0.06 0.07 0.00 -0.26 0.08 0.04 0.07 -0.28 0.05 0.07 0.06 -0.27 0.05 0.07 0.04 0.16 0.11 0.04 0.03 -0.25 0.05 0.00 -0.15 0.17 -0.21 0.17 -0.16 -0.13 0.05 0.12 0.13 0.14